Record 1
20
Properties=species:S:1:pos:R:3:forces:R:3:mulliken_charge:R:1 method="wB97M-V/def2-TZVPD" e_lumo_ha=0.01518 spin_multiplicity=1 homo_lumo_gap_ev=9.69 de_lowest_kcal_mol=88.9
N 0.399754 2.826000 0.622639 -1.3250 0.6489 0.7421 -0.6770
C 0.108860 1.556745 -0.124093 -1.3860 0.3683 0.1754 -0.2205
C 1.080526 0.400224 0.205810 -0.1689 -0.8208 -0.4684 -0.6635
C 0.531648 -1.089512 -0.292223 1.8535 1.1659 2.5919 0.3489
N -0.874832 -1.106535 -0.611336 0.0304 -3.6997 0.8641 -0.5299
C 1.631483 -1.701840 -1.170062 1.4281 -2.3877 0.9202 -0.2661
O 2.760138 -1.874412 -0.691814 -2.2178 0.9124 -1.3127 -0.4754
H 0.139348 2.802845 1.685455 0.4690 -0.3704 -2.7323 0.2589
H -0.285610 3.501095 0.177579 1.2186 -0.7316 1.0645 0.2605
H 0.218740 1.856586 -1.275659 -0.4279 -0.8747 2.4336 0.2374
H -0.977446 1.269781 0.147404 1.5873 0.0605 -0.9522 0.2383
H 1.388116 0.221880 1.278020 -0.6843 0.9015 -1.0682 0.2923
H 1.992356 0.673439 -0.345939 -0.0506 -0.5374 0.3370 0.2689
H 0.706751 -1.703574 0.721102 -0.7199 0.9919 -2.3021 0.1715
H -1.203633 -2.121282 -0.708564 0.6449 1.8604 0.1966 0.2889
H -1.195776 -0.670078 -1.426050 0.0138 1.1160 -1.3953 0.1891
H 1.376436 -2.311896 -2.112785 -0.0026 1.1950 0.6359 0.3002
O -2.663304 -0.828148 1.603214 0.5310 -1.1388 5.2028 -0.6252
H -1.934325 -1.304163 1.284932 1.0146 -0.2905 -1.6111 0.3298
H -3.199229 -0.397156 1.032370 -1.8082 1.6309 -3.3219 0.2729

***

Record 2
70
Properties=species:S:1:pos:R:3:forces:R:3:mulliken_charge:R:1 method="wB97M-V/def2-TZVPD" e_lumo_ha="-0.14722 / -0.15277" spin_multiplicity=2 total_charge=+1 s2=0.75 homo_lumo_gap_ev="7.34 / 7.23" de_lowest_kcal_mol=5.4
Ti 1.851364 0.678633 2.215736 -0.3090 0.0115 0.5081 0.2607
Cl -0.796673 4.183917 2.927182 0.0353 -0.0069 0.0307 -0.1565
C 0.941652 4.330953 3.335989 -0.0897 0.0121 0.0797 0.1970
Cl 1.193186 4.893508 4.965429 0.0062 0.0107 0.0372 -0.1211
C 1.523043 2.954853 3.093866 0.1750 -0.2386 -0.0818 0.7876
O 1.831433 2.133344 3.953083 -0.0722 0.1320 -0.0570 -0.5622
O 1.620710 2.613125 1.843318 -0.0846 0.3553 -0.0750 -0.6433
H 1.362629 5.038521 2.629118 0.0398 0.0041 0.0297 0.2798
C 3.390415 0.820209 -0.448009 -0.0548 0.0410 -0.0137 -1.5234
O 1.996791 0.987633 -0.055583 -0.1732 0.0058 -0.0408 1.5454
C 1.290412 1.974637 -0.745994 0.0238 0.0257 -0.2252 0.6882
C 1.934109 3.081610 -1.278590 0.0143 -0.0862 0.0444 -0.7179
C 1.221513 4.025109 -1.999636 -0.1008 0.0174 -0.0241 -0.9404
C -0.145674 3.883270 -2.197263 0.0712 -0.0205 0.0291 -1.0649
C -0.797178 2.789724 -1.656110 0.0518 0.0267 0.0005 -0.4118
C -0.088059 1.841777 -0.936017 -0.0046 -0.1780 0.0682 0.0461
N -0.802128 0.730526 -0.358344 0.0289 0.1641 0.1044 0.7100
C -0.830124 0.593255 0.938720 0.2481 0.0882 -0.1416 0.5264
C -1.384791 -0.425822 1.737624 -0.1158 -0.0550 -0.0822 -0.6184
C -2.525237 -1.185512 1.381359 0.0308 0.0207 0.0465 -0.6284
C -3.060226 -2.060472 2.281867 0.0091 -0.0074 0.0175 -0.7629
C -2.466817 -2.199577 3.555927 -0.0468 -0.0464 0.0233 -0.4869
C -1.349545 -1.495805 3.922477 0.0661 0.0645 -0.1719 -0.6709
C -0.754105 -0.610431 2.998924 -0.1333 -0.1942 0.0757 0.0984
O 0.373029 -0.018829 3.265135 0.0091 0.2754 -0.0414 -0.2869
H 3.697335 -0.143594 -0.052906 0.0338 0.0202 -0.0190 0.4470
H 4.002383 1.601515 -0.000664 0.0078 -0.0102 -0.0082 0.4195
H 3.458284 0.842447 -1.533871 0.0098 -0.0258 0.0026 0.3886
H 2.994267 3.214402 -1.122636 0.0019 0.0187 -0.0138 0.5386
H 1.742478 4.881855 -2.404493 0.0004 -0.0014 -0.0043 0.4914
H -0.701618 4.621347 -2.757698 0.0122 0.0107 -0.0015 0.4763
H -1.863629 2.655553 -1.782791 -0.0054 -0.0066 0.0064 0.6409
H -1.229003 0.047687 -0.987904 0.0110 0.0002 0.0145 -0.7261
H -0.344819 1.423302 1.452286 -0.0237 -0.0352 0.0498 1.0257
H -3.002778 -1.019944 0.423967 0.0249 0.0262 -0.0002 0.7583
H -3.952198 -2.620227 2.038596 -0.0003 -0.0075 0.0147 0.4698
H -2.910772 -2.885330 4.266651 -0.0013 0.0011 -0.0056 0.4223
H -0.889769 -1.615012 4.893700 -0.0032 0.0006 0.0089 0.5521
N 4.835291 -0.361707 2.980574 0.0139 0.0073 -0.0271 -0.6450
C 3.791547 0.064677 2.725656 0.2913 0.0273 -0.0322 0.1338
C -4.175055 1.206221 -3.770564 -0.0144 0.0414 -0.0079 -1.7794
C -3.158059 0.202368 -3.305668 0.0145 -0.0449 0.0287 0.7040
C -3.522676 -0.865330 -2.486148 -0.0226 0.0203 -0.0281 -0.5807
C -2.597201 -1.813829 -2.085903 0.0392 -0.0098 -0.0129 -0.2495
C -1.262635 -1.714653 -2.483517 -0.0106 0.0547 0.0087 -0.2217
N -0.348303 -2.642666 -1.959255 0.0473 -0.1289 0.0046 0.0756
C 0.930116 -2.881023 -2.410380 -0.0802 0.0683 -0.0306 0.0117
O 1.375187 -2.494280 -3.463616 0.0423 -0.0180 -0.0115 -0.6095
N 1.672679 -3.645948 -1.500916 -0.0210 0.1228 0.0265 -0.1600
C 1.747566 -3.229632 -0.143472 0.0309 -0.0841 -0.0350 -0.4542
C 1.945414 -4.149811 0.872660 0.0228 0.0041 0.0425 -0.5181
C 2.054825 -3.685375 2.173441 -0.0005 0.0282 0.0019 -0.9873
C 1.950392 -2.331409 2.418089 -0.0149 -0.0100 -0.0830 -0.4931
N 1.753530 -1.430914 1.438187 0.0506 -0.4036 0.0107 0.7591
C 1.662623 -1.883228 0.188358 -0.0036 0.0538 0.0298 -0.8762
C -0.879020 -0.656426 -3.305803 -0.0415 -0.0427 -0.0223 -0.1381
C -1.828138 0.276653 -3.704109 0.0172 0.0213 -0.0277 -0.5880
H -4.846256 1.499489 -2.962768 0.0001 -0.0105 0.0028 0.4046
H -4.791279 0.792809 -4.570745 0.0051 -0.0099 0.0010 0.4257
H -3.695279 2.103886 -4.159768 0.0033 -0.0023 0.0005 0.3573
H -4.553912 -0.967217 -2.168383 -0.0026 0.0019 0.0032 0.4713
H -2.908993 -2.644772 -1.463010 0.0033 -0.0114 -0.0022 0.4571
H -0.683255 -3.251615 -1.229313 -0.0272 0.0331 -0.0058 0.2576
H 2.556364 -3.923371 -1.907911 -0.0019 -0.0447 0.0072 0.3259
H 2.017511 -5.204655 0.641844 -0.0013 -0.0019 -0.0062 0.5164
H 2.225700 -4.360581 2.999228 -0.0049 -0.0167 -0.0126 0.4802
H 2.044524 -1.944820 3.422885 -0.0006 -0.0016 0.0084 0.5586
H 1.528481 -1.138100 -0.584506 -0.0330 -0.0477 -0.0139 0.9988
H 0.140893 -0.575418 -3.648520 0.0119 -0.0065 0.0013 0.5212
H -1.512471 1.088517 -4.349095 -0.0057 -0.0025 -0.0032 0.3939

***

Record 3
116
Properties=species:S:1:pos:R:3:forces:R:3:mulliken_charge:R:1 method="wB97M-V/def2-TZVPD" e_lumo_ha=-0.09221 spin_multiplicity=1 homo_lumo_gap_ev=6.82
H 1.288216 2.200395 -3.338767 -0.0638 -0.0151 0.8848 0.2600
N 1.287637 2.269761 -2.297932 -3.4941 -1.7728 0.8961 -0.5190
C 0.169185 1.708033 -1.826890 2.5154 1.4111 -0.3443 -0.0959
C -0.051416 1.695879 -0.213785 1.0046 -0.1710 -1.1593 -0.0746
C -0.334505 0.163655 0.292808 -0.8165 0.9158 1.8914 0.6688
C -1.546641 0.269739 1.341155 -2.7505 0.3681 1.9925 -0.0918
N -2.448904 0.425031 2.131372 4.7725 -0.7983 -4.2035 -0.5564
C 0.934927 -0.440821 1.124748 0.0666 0.9693 0.0116 0.1669
Br 0.420990 -2.251958 1.860901 0.2966 1.1714 -0.3931 0.0733
C 1.198697 0.484528 2.395990 0.9835 3.6926 1.5123 -0.0149
N 1.429346 1.381433 3.183421 -1.3648 -5.2114 -4.1967 -0.5742
C 2.200924 -0.589816 0.124400 -0.0648 -1.1608 -0.1109 -0.3389
C 3.622097 -0.727582 0.855049 0.7014 -0.0309 -0.5019 -1.0694
C 4.332621 0.643689 1.292900 0.7019 0.7092 0.3626 0.8275
C 3.876540 1.961953 0.490353 0.1619 0.4741 0.8669 -1.1960
C 5.969025 0.576567 1.196100 -0.4597 -0.1409 0.4941 -1.1077
H -0.559149 1.237403 -2.574914 0.6737 0.5291 1.4469 0.1451
H 0.947544 2.106263 0.216624 -1.7031 -0.8702 -0.6798 -0.1409
H -0.862589 2.425425 0.132337 0.9495 -1.2811 -0.7111 0.5226
H -0.609254 -0.533927 -0.577672 0.4164 0.9816 1.4820 0.0914
H 2.177967 0.199319 -0.727935 0.0951 -1.0485 1.8431 0.1032
H 2.025084 -1.600945 -0.425861 0.0964 1.7158 0.9924 0.4014
H 3.582087 -1.428011 1.777881 -0.2340 1.0935 -1.5714 0.2025
H 4.328703 -1.259909 0.098909 -1.2493 0.9041 1.1764 0.4458
H 4.082820 0.826215 2.413062 0.3473 -0.2834 -1.9852 0.3152
H 3.608338 1.800395 -0.610495 0.2276 0.1787 1.6396 0.1622
H 4.752117 2.716812 0.513123 -1.4172 -1.2020 -0.0250 0.4899
H 3.026378 2.468995 1.096096 1.1308 -0.8237 -1.3978 0.1811
H 6.381099 1.308353 0.409841 -0.6390 -1.3708 1.0821 0.1872
H 6.335003 -0.492099 0.997265 -0.4330 1.5894 0.2176 0.3113
H 6.388604 0.912538 2.208017 -0.4397 -0.5196 -1.4952 0.2497
C -2.685983 -1.251528 -2.636265 -0.1174 0.0303 0.5863 -0.6371
O -3.126671 -2.096007 -3.686422 -0.5081 -2.8417 0.2881 -0.4202
P -1.950010 -3.066186 -4.477346 4.4933 7.6473 -4.1463 0.9597
O -0.826452 -2.057140 -4.257010 -0.5925 -1.3338 1.2631 -0.6322
O -2.641426 -2.758133 -5.944633 -0.5266 -1.4222 0.9737 -0.2212
C -3.857996 -2.043630 -6.095865 -0.5625 0.1257 -0.3897 -0.5809
O -0.842359 -4.137248 -5.239496 -2.7103 -1.2698 1.8109 -0.3167
C -1.411008 -5.195621 -6.006389 0.0760 -0.4680 -0.4441 -0.4615
H -3.566267 -0.867477 -2.111848 -0.0727 -0.3361 -0.1205 0.3828
H -2.066619 -1.806636 -1.927853 0.0562 0.2487 -0.0435 0.2306
H -2.140666 -0.399667 -3.041858 0.1903 -0.2543 -0.1023 0.2414
H -3.725201 -0.996913 -5.817576 -0.0630 -0.0939 0.1159 0.2312
H -4.655041 -2.505484 -5.510902 0.0350 0.2476 -0.0591 0.3165
H -4.146412 -2.083982 -7.151675 0.2239 -0.1306 0.1411 0.2369
H -1.837415 -4.809560 -6.934533 -0.0695 0.0170 0.1353 0.1066
H -2.180245 -5.713858 -5.431979 0.0455 -0.1946 -0.2067 0.2898
H -0.620973 -5.900371 -6.269087 0.0250 0.0596 0.2273 0.2587
C -5.454440 0.240080 -13.841097 -0.0767 -0.1309 -0.5669 -0.6126
O -4.435825 0.427544 -12.869964 2.6524 -1.2970 -0.0093 -0.3711
P -4.274889 -0.758737 -11.637271 -8.5886 2.3266 4.1485 0.9748
O -5.760869 -1.102756 -11.635542 1.4209 -0.7319 -1.1696 -0.6380
O -4.014032 0.414161 -10.504209 1.4229 -0.6894 -0.8797 -0.2565
C -3.875750 1.788275 -10.827076 0.2234 0.5682 0.1770 -0.5969
O -3.992764 -1.958878 -10.438615 2.4828 0.7023 -2.2962 -0.3219
C -2.747682 -1.884354 -9.749014 0.3557 -0.1679 0.4847 -0.4303
H -5.289021 0.955450 -14.652567 0.3326 -0.0854 0.1502 0.2493
H -5.419455 -0.772189 -14.249537 -0.2755 0.1302 0.0502 0.2835
H -6.431503 0.446602 -13.405539 0.1006 -0.2886 0.1606 0.2719
H -4.822110 2.194723 -11.187195 0.1087 -0.0440 -0.1143 0.2343
H -3.082131 1.937663 -11.561159 -0.2123 0.1298 0.0265 0.2861
H -3.597009 2.324400 -9.913498 -0.0507 -0.3087 -0.0248 0.2684
H -2.744909 -1.041217 -9.055043 0.0405 0.0166 -0.1428 0.2750
H -1.923977 -1.784783 -10.457564 0.1582 -0.0794 0.2404 0.3178
H -2.614509 -2.797166 -9.166398 -0.0559 -0.0587 -0.1923 0.0661
C -2.323549 -0.743966 5.479361 0.3502 0.4792 -0.0771 -0.7408
O -2.843124 -1.749410 6.339154 1.3268 -1.0294 2.5032 -0.2229
P -2.242922 -3.348197 6.157769 -4.2253 -1.0493 -8.7642 0.9288
O -1.988202 -3.187985 4.662703 1.2572 0.4349 1.4305 -0.6384
O -3.761811 -3.963765 6.361081 1.0096 0.2187 1.4474 -0.3350
C -4.881996 -3.166130 6.708954 -0.5717 0.0226 0.2814 -0.5257
O -1.622469 -4.950984 6.095243 0.4120 1.8190 2.9071 -0.2835
C -1.921487 -5.788774 7.208503 -0.0305 -0.5709 0.2217 -0.6187
H -2.647855 0.230921 5.856806 0.0190 -0.2180 0.2788 0.2220
H -1.231615 -0.772612 5.466489 -0.1367 0.0759 -0.2737 0.3460
H -2.724322 -0.863369 4.473739 0.2160 -0.2452 0.0437 0.3229
H -5.145508 -2.496558 5.888513 0.0925 0.0645 0.1060 0.1791
H -4.690778 -2.604624 7.625148 -0.1492 0.0714 -0.1889 0.2535
H -5.729915 -3.834793 6.892615 0.2879 -0.0883 -0.0794 0.3195
H -2.972793 -6.083616 7.194268 0.0458 0.1375 0.0438 0.2483
H -1.692086 -5.277472 8.144753 -0.0185 -0.2664 0.1043 0.2886
H -1.318955 -6.695285 7.135652 0.1387 0.1763 -0.0433 0.2538
C -2.889444 1.366247 8.740437 0.5853 0.1309 0.1215 -0.6522
O -4.116857 1.939750 8.316762 -0.8193 2.8089 0.3913 -0.3740
P -5.367782 2.110521 9.481756 -1.3300 -9.7008 0.7988 0.9903
O -4.932115 0.883915 10.277115 0.6724 1.8437 0.1609 -0.6338
O -6.498630 1.635075 8.376175 0.3938 1.7639 0.1417 -0.3029
C -6.198897 1.407690 7.008292 -0.2191 -0.0368 -0.6000 -0.3192
O -6.623706 2.405440 10.618723 1.4713 2.6945 -1.6393 -0.3232
C -7.652452 3.301399 10.206811 -0.5790 0.2125 0.0911 -0.5793
H -2.148443 1.518608 7.949685 -0.2416 0.2888 -0.0106 0.2410
H -2.533048 1.845093 9.655082 0.0364 -0.2978 -0.0304 0.3618
H -3.006610 0.292866 8.886650 -0.1926 0.1254 0.2274 0.2614
H -5.561801 0.528722 6.896154 0.0916 0.1385 -0.0062 -0.0123
H -5.733024 2.287107 6.560434 0.0462 -0.2478 -0.0582 0.2832
H -7.140812 1.218721 6.482070 0.0306 0.0605 0.3050 0.2825
H -8.295771 2.829009 9.461601 0.1372 0.0509 -0.0320 0.2326
H -7.221652 4.216946 9.798395 -0.2654 0.0977 0.0429 0.2898
H -8.268708 3.547804 11.072561 0.2202 0.0133 0.0645 0.2561
C 9.727692 3.365279 -1.911483 -0.0746 -0.1021 -0.5633 -0.5988
O 10.766760 3.535431 -0.959073 2.6594 -1.2269 -0.2011 -0.3711
P 10.995812 2.295264 0.208261 -8.5095 1.8957 4.5401 0.9006
O 9.520990 1.907175 0.231294 1.3743 -0.6517 -1.2617 -0.5231
O 11.252522 3.423424 1.386666 1.4256 -0.5775 -0.9427 -0.2852
C 11.342326 4.814121 1.123529 0.2109 0.5603 0.2095 -0.5550
O 11.343089 1.054742 1.347074 2.4197 0.8685 -2.3555 -0.3136
C 12.602664 1.137420 2.008612 0.3571 -0.1818 0.4901 -0.5973
H 9.849960 4.124393 -2.690219 0.3345 -0.0813 0.1351 0.2516
H 9.780655 2.375834 -2.370804 -0.2791 0.1169 0.0631 0.2820
H 8.757379 3.520519 -1.440850 0.1093 -0.2898 0.1424 0.2581
H 10.375373 5.207632 0.806297 0.1078 -0.0324 -0.1165 0.2138
H 12.111561 5.020191 0.377261 -0.2152 0.1241 0.0370 0.2754
H 11.629524 5.316817 2.053333 -0.0453 -0.3091 -0.0352 0.2668
H 12.599351 1.949977 2.738024 0.0087 0.0205 -0.1479 0.2438
H 13.405309 1.290950 1.285571 0.1610 -0.0850 0.2196 0.2911
H 12.776279 0.205029 2.547534 -0.0798 -0.0531 -0.2111 0.2517

***

| no. | largest force on an atom (Eh/bohr) | DFT total energy (eV) |
| --- | --- | --- |
| 1 | 0.1041 | -11415.36360 |
| 2 | 0.0116 | -97394.02688 |
| 3 | 0.1912 | -189843.29262 |